1.
78
Properties=species:S:1:pos:R:3 method="wB97M-V/def2-TZVPD" multiplicity=5 e_above_lowest_kcal_mol=65.5 total_energy_ev=-122785.3033 homo_energy_ev="-8.074 / -8.050"
C 2.38 -2.38 -3.30
C 1.76 -1.05 -3.10
H 3.34 -2.33 -3.87
H 1.69 -3.01 -3.89
H 2.58 -2.91 -2.35
C 1.45 -0.32 -4.19
C 1.36 -0.87 -5.56
H 1.28 0.75 -4.08
H 0.51 -1.58 -5.63
H 2.26 -1.41 -5.90
H 1.18 -0.05 -6.26
Co -0.70 -4.02 -1.72
Cl 1.27 -4.01 -0.83
Cl -1.27 -1.98 0.05
H -2.10 1.74 5.18
H -1.37 0.02 7.58
C -2.18 0.71 4.82
C -1.49 -0.72 6.76
N -1.20 -0.14 5.46
H -2.02 0.69 3.73
C 0.08 -0.02 5.02
O 0.37 0.51 3.95
H -0.80 -1.56 6.94
H 0.82 -0.47 5.73
H -3.17 0.31 5.08
H -2.52 -1.07 6.75
H -1.77 -0.44 -3.00
H -0.75 1.41 -4.40
C -2.39 0.31 -2.50
C -1.48 2.08 -3.94
N -1.78 1.62 -2.60
H -2.49 0.05 -1.44
C -1.98 2.52 -1.57
O -2.36 2.21 -0.44
H -1.06 3.09 -3.88
H -1.77 3.57 -1.86
H -3.39 0.33 -2.97
H -2.39 2.10 -4.56
O 0.30 -0.21 -1.20
C 1.52 -0.47 -1.66
C 1.52 2.06 -1.89
C 2.26 0.92 -1.59
H 0.47 1.94 -2.14
C 2.12 3.32 -1.85
H 1.90 -1.24 -0.96
C 3.62 1.00 -1.29
H 1.51 4.20 -2.03
C 3.49 3.40 -1.56
C 4.23 2.25 -1.27
H 4.15 0.07 -1.09
H 3.97 4.37 -1.53
H 5.29 2.32 -1.02
Si -2.02 -3.45 1.29
Cl -1.11 -3.14 -3.63
C -3.87 -3.40 1.29
C -1.38 -3.54 3.04
C -1.56 -5.02 0.30
H -4.27 -2.40 1.52
H -4.29 -4.08 2.04
H -4.27 -3.71 0.32
H -1.73 -5.07 -0.84
H -2.28 -5.76 0.64
H -0.57 -5.41 0.58
H -0.93 -2.59 3.36
H -0.63 -4.35 3.10
H -2.19 -3.79 3.74
N -1.63 5.07 0.92
C -0.74 4.35 1.16
C 0.41 3.54 1.48
C 1.47 4.13 2.20
C 2.60 3.35 2.48
C 2.61 2.03 2.01
N 1.60 1.50 1.35
C 0.51 2.19 1.14
H 1.40 5.16 2.51
H 3.45 3.73 3.03
H 3.46 1.38 2.20
H -0.31 1.68 0.64

---

2.
78
Properties=species:S:1:pos:R:3 method="wB97M-V/def2-TZVPD" multiplicity=1 e_above_lowest_kcal_mol=0.0 total_energy_ev=-90613.0376 homo_energy_ev=-4.930 charge=-1
C -3.26 -0.68 -2.02
C -2.47 0.45 -2.61
H -4.34 -0.58 -2.23
H -3.09 -0.75 -0.93
H -2.92 -1.63 -2.45
C -2.98 1.52 -3.23
C -4.43 1.82 -3.41
H -2.31 2.26 -3.69
H -5.08 1.13 -2.87
H -4.69 1.77 -4.48
H -4.66 2.85 -3.09
Mg 0.03 -0.33 0.55
Cl 0.50 -2.39 -0.81
Cl -1.70 -0.84 2.02
H 4.95 -1.42 3.22
H 4.37 -3.84 2.96
C 3.89 -1.20 3.37
C 3.31 -3.60 3.10
N 3.08 -2.21 2.71
H 3.65 -0.21 2.97
C 2.07 -1.85 1.92
O 1.70 -0.67 1.73
H 2.70 -4.25 2.46
H 1.55 -2.67 1.39
H 3.71 -1.22 4.46
H 3.05 -3.75 4.15
H -2.96 1.69 0.14
H -1.89 3.88 -1.19
C -2.58 2.22 1.04
C -1.71 4.18 -0.15
N -1.43 3.03 0.70
H -2.32 1.47 1.80
C -0.15 2.67 0.90
O 0.23 1.61 1.43
H -0.84 4.85 -0.12
H 0.58 3.40 0.47
H -3.38 2.89 1.39
H -2.61 4.69 0.23
O -0.78 0.68 -1.02
C -0.96 0.38 -2.32
C 0.23 2.56 -2.94
C -0.12 1.25 -3.28
H 0.02 2.91 -1.93
C 0.82 3.40 -3.90
H -0.67 -0.68 -2.45
C 0.25 0.74 -4.52
H 1.05 4.44 -3.63
C 1.11 2.90 -5.17
C 0.83 1.56 -5.48
H 0.04 -0.32 -4.73
H 1.56 3.55 -5.93
H 1.08 1.16 -6.47
Si -2.67 -3.47 3.48
Cl -4.04 -2.84 2.01
C -2.48 -2.18 4.85
C -1.19 -4.30 2.66
C -3.65 -4.82 4.39
H -2.16 -1.21 4.46
H -1.76 -2.53 5.60
H -3.46 -2.08 5.34
H -4.51 -4.38 4.91
H -3.05 -5.35 5.14
H -4.04 -5.57 3.70
H -0.64 -3.62 2.00
H -1.56 -5.15 2.06
H -0.51 -4.69 3.44
N 7.86 1.82 -1.23
C 6.72 1.59 -1.15
C 5.31 1.27 -1.05
C 4.38 2.31 -0.96
C 3.02 1.98 -0.88
N 2.58 0.73 -0.88
C 3.46 -0.26 -0.97
C 4.85 -0.05 -1.05
H 4.69 3.36 -0.96
H 2.27 2.77 -0.82
H 3.05 -1.27 -1.00
H 5.53 -0.90 -1.12

---

3.
78
Properties=species:S:1:pos:R:3 method="wB97M-V/def2-TZVPD" multiplicity=3 e_above_lowest_kcal_mol=0.0 total_energy_ev=-108282.8015 homo_energy_ev="-1.384 / -5.504" charge=-1
C -1.55 -1.92 -2.55
C -1.11 -2.95 -1.56
H -1.28 -2.16 -3.57
H -1.14 -0.95 -2.29
H -2.64 -1.82 -2.52
C -0.65 -4.17 -1.86
C -0.48 -4.78 -3.21
H -0.38 -4.82 -1.04
H -0.71 -4.09 -4.02
H -1.12 -5.65 -3.33
H 0.55 -5.13 -3.36
Ti -0.10 0.14 0.86
Cl -2.35 0.28 1.41
Cl -0.38 1.35 -1.10
H 0.57 4.65 4.09
H -1.53 5.62 2.87
C 0.92 4.35 3.10
C -1.08 5.24 1.94
N -0.21 4.12 2.22
H 1.48 3.43 3.18
C -0.43 2.93 1.66
O 0.28 1.93 1.87
H -1.87 4.94 1.27
H -1.30 2.88 1.00
H 1.56 5.13 2.70
H -0.52 6.06 1.48
H 1.40 -1.57 -2.46
H 2.33 -3.61 -1.30
C 2.20 -0.97 -2.03
C 3.15 -2.98 -0.97
N 2.69 -1.62 -0.83
H 1.80 0.00 -1.79
C 2.50 -1.08 0.37
O 2.00 0.04 0.59
H 3.51 -3.35 -0.01
H 2.87 -1.70 1.20
H 3.01 -0.88 -2.75
H 3.96 -3.03 -1.70
O -0.12 -1.57 0.07
C -1.18 -2.45 -0.12
C 0.01 -3.99 1.49
C -1.18 -3.56 0.91
H 0.92 -3.48 1.22
C 0.02 -5.03 2.41
H -2.14 -1.92 -0.02
C -2.36 -4.18 1.28
H 0.95 -5.36 2.85
C -1.17 -5.65 2.77
C -2.37 -5.21 2.21
H -3.30 -3.85 0.84
H -1.17 -6.46 3.49
H -3.30 -5.69 2.49
Si -0.50 4.98 -4.88
Cl -0.75 3.57 -6.41
C 1.32 5.00 -4.44
C -1.55 4.43 -3.44
C -1.06 6.63 -5.55
H 1.65 4.02 -4.09
H 1.51 5.71 -3.64
H 1.93 5.27 -5.29
H -0.47 6.93 -6.41
H -0.95 7.41 -4.79
H -2.10 6.60 -5.85
H -1.25 3.44 -3.08
H -2.60 4.37 -3.72
H -1.46 5.12 -2.61
N 3.48 0.50 6.13
C 2.55 0.08 5.56
C 1.40 -0.42 4.86
C 0.37 -1.05 5.56
C -0.75 -1.50 4.87
C -0.84 -1.30 3.49
N 0.15 -0.64 2.81
C 1.27 -0.22 3.48
H 0.42 -1.16 6.64
H -1.57 -1.95 5.41
H -1.75 -1.61 3.00
H 2.03 0.34 2.97